Formula: C3H7N5
Source: the OMol25 dataset
Level of theory: the ωB97M-V functional and the def2-TZVPD basis

```
15
Properties=species:S:1:pos:R:3:forces:R:3:mulliken_charge:R:1
N -0.70772 1.15199 2.36272 -1.9 3.6 4.8 -0.35
N -0.50413 -0.09984 2.02556 -0.6 -2.0 -3.6 -0.48
C -0.34320 -0.28821 0.72932 -0.1 -0.1 3.5 0.60
C -0.12470 0.84625 -0.20089 3.2 -1.4 -1.0 -0.48
N 0.57118 0.03895 -1.29449 -1.1 -1.4 4.8 0.42
N 0.64796 0.46337 -2.50714 3.3 -0.1 -7.7 -0.89
C 0.46015 -1.30012 -0.96203 0.5 -0.1 0.8 -0.17
N -0.08664 -1.55916 0.16513 0.1 0.6 0.6 -0.60
H -0.91833 1.97675 1.78752 0.2 -1.1 -0.6 0.19
H -1.26938 1.31123 3.31774 2.0 -1.0 -2.9 0.25
H 0.62985 1.60013 0.16154 -0.8 -0.6 0.0 0.24
H -0.99869 1.34313 -0.48625 -1.5 0.8 -1.0 0.35
H 1.80938 0.84116 -2.73033 -4.2 -1.7 0.3 0.25
H 0.37265 -0.45991 -3.24066 1.4 3.8 2.4 0.28
H 0.97646 -2.12721 -1.47032 -0.5 0.7 -0.6 0.40
```
Forces are in eV/Å.

Properties
Relative energy (zero: lowest compared OMol25 entry of this formula, charge and spin): 456.1 kJ/mol
Frontier orbital gap: 8.07 eV
SMILES string: N/N=C1\CN(N)C=N1
Lowest unoccupied orbital energy: 0.607 eV